No. 1
97
Properties=species:S:1:pos:R:3 method="wB97M-V/def2-TZVPD" total_charge=+1
Cl -3.36 -1.24 4.72
Cl -3.25 6.57 1.34
Cl -1.50 -3.58 3.76
S -5.27 2.16 3.95
O -6.13 -0.10 -1.11
O -2.76 -1.86 -3.57
O -3.76 -2.07 1.01
O -2.32 0.38 -1.33
N -1.94 0.34 3.13
N -2.26 2.20 1.72
N -3.03 0.16 1.03
N -3.49 2.87 1.94
C 5.79 1.50 -1.03
C -0.13 -1.78 2.24
C -2.22 -1.04 -1.39
C -1.68 -1.41 -2.77
C -1.96 2.12 0.26
C -5.08 0.35 -1.50
C -4.12 -0.76 1.34
C -4.33 1.44 -0.74
C -4.22 2.59 2.89
C -2.08 -1.01 3.58
C -2.46 -2.98 -4.39
C -3.48 -3.07 -5.50
C -1.28 -1.99 3.19
C 7.59 -0.32 -0.88
C -0.52 1.59 0.11
C -2.25 5.99 -0.01
C -4.44 -4.37 1.14
C 8.32 -3.18 1.69
C -2.16 3.49 -0.39
C 4.43 1.22 -1.72
C 6.34 0.28 -0.25
C -4.90 -2.94 0.92
C 2.38 0.87 -0.20
C -2.98 0.98 -0.20
C -2.40 0.82 2.01
C 3.23 1.88 -1.00
C -1.50 4.68 0.34
C 8.34 -1.75 1.10
C 7.90 -1.73 -0.36
C 0.54 2.24 1.02
C 1.84 1.43 1.13
H -2.87 5.87 -0.89
H -1.54 6.78 -0.23
H 0.80 3.21 0.60
H 9.29 -3.66 1.58
H 3.59 2.67 -0.34
H 7.00 -2.33 -0.45
H -5.04 -0.45 0.84
H 0.16 2.45 2.03
H -4.48 -3.22 -5.09
H 7.67 -1.14 1.71
H 5.70 2.35 -0.35
H -3.46 -2.16 -6.11
H -4.31 -0.71 2.41
H -3.21 3.73 -0.49
H -0.94 -2.20 -2.66
H -1.46 -2.86 -4.83
H -0.48 4.84 0.02
H 6.50 1.79 -1.81
H -1.23 -0.53 -3.23
H 2.60 2.13 1.50
H -0.23 1.79 -0.92
H -5.64 -2.66 1.68
H -4.20 2.27 -1.43
H 0.44 -2.70 2.14
H -1.73 3.44 -1.39
H 5.58 -0.50 -0.16
H 1.58 0.50 -0.84
H -0.49 0.51 0.25
H 7.57 -3.78 1.17
H 6.56 0.61 0.77
H -4.62 0.00 -2.43
H 2.57 2.36 -1.72
H -3.38 -4.47 0.91
H -5.34 -2.83 -0.08
H -2.49 -3.91 -3.80
H -4.58 -4.70 2.17
H 1.77 0.66 1.89
H -4.97 1.76 0.09
H 0.55 -1.04 2.66
H -3.21 -1.49 -1.32
H 9.35 -1.34 1.21
H 8.44 0.34 -0.69
H -1.55 4.57 1.42
H -1.58 -1.43 -0.60
H 7.46 -0.36 -1.97
H -0.47 -1.50 1.25
H 4.47 1.63 -2.73
H -4.97 -5.06 0.49
H 2.99 -0.01 0.05
H -1.48 1.00 3.75
H 8.67 -2.18 -0.99
H 4.25 0.15 -1.78
H 8.02 -3.17 2.74
H -3.26 -3.91 -6.15



No. 2
20
Properties=species:S:1:pos:R:3 method="wB97M-V/def2-TZVPD" de_lowest_kj_mol=53.3 total_charge=0 smiles="O=[N+]([O-])[P@](=O)(Cl)Cc1ccccc1"
Cl -2.79 -1.92 0.31
P -2.33 -0.12 -0.35
O -4.84 0.58 0.36
O -3.36 2.16 0.38
O -2.06 0.06 -1.93
N -3.72 1.04 0.20
C 0.93 -1.25 0.38
C -0.95 0.41 0.67
C 1.32 1.03 -0.19
C 3.12 -0.50 -0.39
C 2.54 0.79 -0.61
C 0.43 0.00 0.21
C 2.25 -1.54 -0.08
H -0.98 -0.13 1.61
H 3.27 1.55 -0.99
H 0.39 -2.15 0.51
H 1.07 2.02 -0.17
H -0.84 1.43 0.94
H 4.04 -0.90 -0.80
H 2.51 -2.56 -0.05



No. 3
9
Properties=species:S:1:pos:R:3 method="wB97M-V/def2-TZVPD" de_lowest_kj_mol=55.1 total_charge=0 smiles=O.O.O
O -1.28 0.83 -1.18
O 1.62 0.92 0.57
O -0.39 -1.70 0.64
H 0.67 0.79 0.55
H -1.50 0.06 -0.66
H 0.47 -1.93 0.16
H -0.87 0.52 -2.03
H 0.01 -1.63 1.48
H 1.65 1.79 0.28



No. 4
33
Properties=species:S:1:pos:R:3 method="wB97M-V/def2-TZVPD" total_charge=0
S 3.50 2.10 0.25
O -1.57 2.90 -0.34
O 0.37 -2.56 -0.79
O 4.86 3.08 0.09
O 5.28 3.54 1.38
O 2.80 2.63 1.38
O 2.72 2.66 -1.05
C -1.54 -3.85 -0.24
C -1.09 -4.21 -1.65
C -0.29 -3.18 0.31
C -1.69 1.61 1.64
C -0.92 1.65 -0.60
C -0.57 1.07 0.76
C -0.21 -3.02 -2.02
C -1.90 3.00 1.05
H -2.36 -3.13 -0.29
H 0.59 -3.28 -2.72
H -0.51 -2.42 1.07
H -2.59 1.01 1.51
H 0.39 -3.91 0.75
H -1.86 -4.70 0.35
H -1.22 3.73 1.51
H -0.05 1.82 -1.23
H 4.55 4.10 1.68
H -0.51 -0.02 0.75
H -0.49 -5.13 -1.63
H 0.39 1.46 1.10
H -2.92 3.36 1.16
H -1.45 1.63 2.70
H -0.80 -2.21 -2.45
H 2.65 3.63 -0.95
H -1.62 1.01 -1.14
H -1.91 -4.36 -2.35



No. 5
91
Properties=species:S:1:pos:R:3 method="wB97M-V/def2-TZVPD" total_charge=+1
O -1.49 -4.81 1.91
O -0.24 3.96 2.20
O -0.22 1.26 -0.10
O -5.16 -6.13 -1.01
O -3.10 1.49 2.70
O 5.08 4.39 -0.47
O 1.82 1.42 0.60
O 4.37 0.76 -3.99
N 0.76 1.09 -3.02
N 2.58 4.40 1.41
N -1.95 -5.43 -1.01
N -3.67 1.32 -0.04
C 3.26 1.27 -3.32
C 1.75 0.58 -5.25
C 3.89 3.76 1.49
C 0.54 5.02 2.73
C 0.83 0.69 0.36
C -4.85 -6.53 0.31
C -1.31 -4.28 -0.39
C -3.46 0.11 0.80
C 4.41 3.32 0.13
C -2.56 0.37 2.02
C -3.05 -5.15 -1.90
C -4.49 -4.94 -1.38
C -2.48 1.66 3.96
C -2.99 -1.07 0.00
C 5.43 4.16 -1.83
C 5.23 0.05 -3.12
C 1.94 0.59 -3.75
C 2.05 4.64 2.77
C -0.93 -5.41 3.06
C -1.55 4.32 1.85
C -0.53 -4.70 0.84
C 0.85 -0.78 0.63
Li 0.92 3.19 0.75
Li -1.87 1.91 -0.98
H -5.47 -7.37 0.63
H -2.85 -4.24 -2.49
H 4.69 -0.61 -2.43
H 5.99 3.23 -1.90
H -3.80 -6.83 0.35
H 1.04 0.97 -2.05
H 0.52 5.96 2.16
H -0.16 -4.79 3.52
H 3.34 1.16 -2.23
H -3.11 -5.98 -2.60
H 5.04 2.43 0.26
H -3.79 -1.67 -0.44
H 2.02 -0.45 -3.42
H -0.06 -5.67 0.69
H -5.05 -4.47 -2.19
H 5.77 0.77 -2.49
H -4.49 -4.22 -0.54
H 2.54 5.45 3.31
H -1.61 5.22 1.22
H -0.46 -6.39 2.95
H 3.55 2.98 -0.47
H -4.27 1.00 -0.81
H 0.68 2.11 -3.12
H -2.86 0.94 4.68
H 6.13 4.94 -2.14
H 5.93 -0.59 -3.65
H -4.41 -0.08 1.32
H 0.18 5.27 3.73
H 0.74 0.26 -5.51
H -2.45 -1.77 0.63
H -2.20 -6.07 -0.27
H 2.12 3.69 3.30
H 0.69 -0.97 1.70
H -1.38 1.70 3.97
H -1.75 -5.51 3.76
H -2.75 2.66 4.33
H 3.11 2.34 -3.49
H 1.82 -1.17 0.34
H 3.90 2.89 2.14
H 0.03 -1.30 0.13
H -1.56 0.60 1.64
H -4.33 1.88 0.49
H -2.02 3.49 1.32
H 2.62 5.31 0.96
H 0.16 -3.92 1.19
H 4.52 4.21 -2.43
H -2.33 -0.88 -0.86
H 4.60 4.49 1.92
H -2.20 4.49 2.72
H 1.77 1.60 -5.66
H -2.06 -3.56 -0.03
H -5.14 -5.78 1.06
H -0.62 -3.79 -1.08
H -2.61 -0.50 2.68
H 2.50 0.01 -5.78



No. 6
17
Properties=species:S:1:pos:R:3 method="wB97M-V/def2-TZVPD" de_lowest_kj_mol=118.0 total_charge=+1
O -0.25 1.68 0.23
O 3.09 2.06 -0.65
C 0.82 2.20 -0.03
C 2.14 1.43 -0.29
C -0.49 0.13 0.38
C 0.54 -0.65 -0.31
C -1.92 -0.17 -0.02
C 1.97 -0.14 -0.19
H 0.54 -1.60 0.17
H -2.51 -0.76 0.71
H -0.47 0.06 1.44
H -1.89 -0.80 -0.95
H -2.53 0.64 -0.27
H 2.49 -0.58 0.62
H 0.66 3.33 -0.04
H 0.23 -0.75 -1.31
H 2.54 -0.58 -1.00



Across the entries above, gap between HOMO and LUMO takes the values 8.39, 9.19, 12.10, 9.92, 7.19, 8.84 eV, respectively.
Across the entries above, highest occupied orbital energy takes the values -12.1, -9.6, -11.4, -9.3, -10.3, -15.3 eV, respectively.